DFT (ωB97M-V with the def2-TZVPD basis set) results for the molecule C5H9N.

Its SMILES is C1CC1N1CC1. The LUMO energy is 1.3 eV.

Structure (XYZ):
```
15
Properties=species:S:1:pos:R:3:nbo_charge:R:1
C -1.1634 0.7474 0.5325 -0.456
C -1.9724 -0.3236 -0.2513 -0.408
C -0.5354 -0.5302 0.0836 -0.075
N 0.6524 -0.5958 -0.7607 -0.392
C 1.8546 -0.6695 0.0796 -0.258
C 1.4582 0.6022 -0.5549 -0.261
H -1.0461 1.6142 -0.1207 0.213
H -1.1251 1.0419 1.5842 0.219
H -2.6629 -1.0912 0.1096 0.217
H -2.2980 0.0970 -1.1980 0.219
H -0.4721 -1.2387 0.9085 0.193
H 1.6794 -0.7455 1.1548 0.186
H 2.6937 -1.2671 -0.2742 0.205
H 1.9612 1.0499 -1.4066 0.202
H 0.9760 1.3088 0.1136 0.196
```

DFT (ωB97M-V with the def2-TZVPD basis set) results for C5H8N2 as an isolated structure at a distorted geometry.

The LUMO energy is 0.6 eV.

Structure (XYZ):
```
15
Properties=species:S:1:pos:R:3:nbo_charge:R:1
C -2.5683 0.7053 0.1715 -0.653
C -1.3938 0.3429 -0.7186 -0.080
C 1.3230 0.3287 -0.3947 0.037
C 0.0185 0.9658 -0.7356 0.130
N -0.4914 1.9562 -1.2758 -0.293
N 1.2222 -0.5062 0.5472 -0.337
C 2.3173 -1.3853 0.8434 -0.443
H -2.3049 1.5839 0.7498 0.225
H -3.4919 0.9170 -0.3989 0.214
H -2.8332 -0.1009 0.8758 0.224
H -1.7775 -0.3704 -1.4907 0.198
H 2.2398 0.4644 -0.9989 0.177
H 3.1263 -1.3616 0.0986 0.173
H 1.9000 -2.3964 0.8943 0.214
H 2.7138 -1.1435 1.8327 0.215
```

DFT (ωB97M-V with the def2-TZVPD basis set) results for C28H40MgNO2 as an isolated structure at a distorted geometry.

The LUMO energy is 2.0 eV. Its net charge is -1.

Structure (XYZ):
```
72
Properties=species:S:1:pos:R:3:lowdin_charge:R:1
O -4.9979 -0.6019 -3.5644 -0.108
C -6.0866 -1.3228 -2.8951 -0.149
C -6.9333 -1.4486 -4.1709 -0.085
H -6.5518 -0.7007 -2.1112 0.119
H -5.7647 -2.2928 -2.4807 0.118
C -5.7806 -0.6085 -4.7998 -0.577
H -7.9015 -0.9391 -4.1496 0.107
H -7.0162 -2.4554 -4.5915 0.109
C -6.2909 0.7636 -5.1933 -0.029
H -6.8699 1.2077 -4.3760 0.089
H -6.9352 0.6731 -6.0757 0.090
H -5.4602 1.4230 -5.4470 0.087
C -5.0875 -1.3164 -5.9456 -0.025
H -4.7713 -2.3222 -5.6480 0.091
H -4.2217 -0.7388 -6.2743 0.087
H -5.7844 -1.3979 -6.7895 0.089
Mg 1.4982 0.3866 0.1712 0.635
C 3.3376 -1.1781 -0.1932 -0.202
C 2.6641 -1.3938 1.0531 -0.225
C 1.4306 -2.0635 0.7828 -0.189
H 3.0744 -1.2047 2.0400 0.062
C 1.3124 -2.2121 -0.6344 -0.193
C 2.5006 -1.6942 -1.2350 -0.180
H 2.7685 -1.7541 -2.2896 0.081
H 4.3542 -0.8009 -0.2914 0.094
H 0.7773 -2.4853 1.5470 0.090
H 0.4926 -2.7116 -1.1413 0.078
C 3.0196 2.2227 0.1292 -0.180
C 2.8975 1.6861 -1.1883 -0.193
C 1.5527 1.8862 -1.6224 -0.202
H 3.7098 1.2590 -1.7785 0.100
C 0.8376 2.5225 -0.5562 -0.196
C 1.7479 2.7303 0.5163 -0.189
H 1.5248 3.2404 1.4560 0.107
H 3.9441 2.3204 0.7004 0.094
H 1.1668 1.6812 -2.6233 0.092
H -0.1988 2.8629 -0.5810 0.097
O -0.7329 0.0485 -0.3881 -0.224
C -1.1272 -0.0640 -1.7941 -0.176
C -2.4057 -0.8735 -1.8233 -0.158
H -0.3043 -0.5147 -2.3662 0.117
H -1.2866 0.9514 -2.1817 0.118
C -3.0268 -0.6557 -0.4335 -0.158
H -2.1460 -1.9306 -1.9568 0.116
H -3.0843 -0.5730 -2.6206 0.084
C -1.8274 -0.4343 0.4691 -0.158
H -3.6552 -1.4906 -0.1210 0.108
H -3.6361 0.2533 -0.4450 0.112
H -1.4860 -1.3727 0.9291 0.118
H -1.9993 0.3006 1.2674 0.114
C 6.4758 0.6089 4.3642 -0.124
N 5.2377 0.0686 3.8911 -0.292
C 4.7729 -1.1129 4.5438 -0.101
C 4.4022 0.8669 3.0192 -0.178
C 2.9672 1.0050 3.4744 -0.264
C 2.7687 1.5044 4.7859 -0.074
C 1.4805 1.5858 5.3162 -0.141
C 0.3899 1.2080 4.5372 -0.125
C 0.5938 0.8006 3.1928 -0.145
C 1.8666 0.7442 2.6852 -0.138
H 7.1616 -0.2115 4.6186 0.070
H 6.3265 1.2073 5.2819 0.071
H 6.9172 1.2665 3.6044 0.077
H 4.1310 -0.8795 5.4096 0.074
H 4.2017 -1.7682 3.8715 0.081
H 5.6544 -1.6505 4.9219 0.072
H 4.8605 1.8727 2.9970 0.116
H 4.4560 0.4741 1.9847 0.101
H 3.6468 1.8132 5.3591 0.098
H 1.3444 1.9504 6.3355 0.079
H -0.6231 1.2307 4.9447 0.075
H -0.2734 0.5482 2.5770 0.055
```

DFT (ωB97M-V with the def2-TZVPD basis set) results for a 12-piece molecular cluster, C4H33N2O12 overall at a distorted geometry.

The LUMO energy is 2.9 eV. Its net charge is -1.

Structure (XYZ):
```
51
Properties=species:S:1:pos:R:3:nbo_charge:R:1
C 0.4924 3.0382 -0.4802 -0.102
O 1.8292 2.9720 -0.8807 -0.782
C -0.3532 2.3310 -1.6210 -0.059
C -0.5011 0.7920 -1.5916 -0.453
C 0.7274 0.2339 -0.9257 -0.285
N 0.5245 -0.5014 0.3715 -0.910
N 0.4657 2.5685 -2.8054 -0.842
H 0.1346 4.0693 -0.4610 0.162
H 0.4291 2.5931 0.5778 0.193
H -1.2567 2.9659 -1.7772 0.175
H -1.1966 0.8001 -0.6540 0.234
H -0.8952 0.3581 -2.4589 0.233
H 1.2972 -0.5559 -1.5144 0.207
H 1.5786 0.8647 -0.8824 0.230
H -0.5211 -0.3611 0.5629 0.365
H 1.0846 -0.2181 1.1264 0.380
H 1.0278 3.4397 -2.7605 0.356
H 1.2111 1.8482 -2.8324 0.362
H 2.1004 -1.9973 0.9711 0.506
H 3.1942 -2.7011 0.1114 0.461
O 3.0863 -2.0135 0.7489 -0.983
H -3.2113 -2.5971 -0.0809 0.493
H -2.4455 -1.5314 -0.2986 0.492
O -2.8907 -2.2085 -0.9066 -0.993
H 2.4866 2.6897 -0.1964 0.516
H 0.9042 1.0273 3.4463 0.465
O 1.4386 0.2621 3.2472 -1.005
H -3.8637 0.6604 0.6087 0.464
H -2.9170 -0.3087 1.4126 0.493
O -2.9511 0.6024 0.8897 -1.059
H 3.5811 0.3560 1.2191 0.488
H 2.4149 1.0651 1.8379 0.490
O 3.1993 1.2105 1.3130 -0.989
H -3.3189 -1.8728 2.4175 0.454
H -1.4471 -1.1334 2.1823 0.521
O -2.7439 -1.6987 1.6836 -1.180
H 0.4311 -1.6734 -2.7904 0.493
H 0.1079 -0.9627 -4.1002 0.456
O 0.8285 -1.1613 -3.5385 -0.980
H 1.0257 -3.4541 0.1687 0.457
H 0.0899 -2.4436 1.0128 0.522
O 0.4946 -3.3482 0.9108 -0.992
H -1.3089 -3.2411 -1.9319 0.511
H -0.4394 -2.3215 -1.2369 0.488
O -0.4733 -2.8091 -2.1041 -0.972
H 0.7331 -0.4304 3.0721 0.509
H -0.7192 -1.9479 3.4304 0.473
O -0.4715 -1.4273 2.6957 -1.047
H -1.8616 3.1569 0.3793 0.457
H -2.3729 2.3579 1.4860 0.500
O -1.9809 3.2354 1.3538 -0.969
```

The records above give, respectively, E values of -6818.1747 -8291.1120 -40712.3272 -32233.6508 eV.
The records above give, respectively, ΔE to the lowest compared entry with this formula, charge and spin values of 2.8202 3.8844 0.0000 2.5969 eV.